No. 1
{
  "formula": "C39H39N3O7P2Tb",
  "method": "ωB97M-V/def2-TZVPD",
  "s2": 12.67,
  "relative_energy_ev": 1.1182,
  "charge": 1,
  "gap_ev": [9.470, 9.357],
  "lumo_ha": [-0.06853, -0.06829],
  "spin_multiplicity": 7,
  "symbols": ["Tb", "N", "C", "C", "C", "O", "O", "H", "H", "H", "H", "H", "H", "O", "P", "C", "P", "O", "C", "C", "C", "C", "C", "C", "C", "C", "C", "C", "C", "C", "C", "C", "C", "C", "C", "C", "C", "C", "C", "C", "C", "C", "H", "H", "H", "H", "H", "H", "H", "H", "H", "H", "H", "H", "H", "H", "H", "H", "H", "H", "H", "H", "H", "H", "O", "C", "C", "C", "C", "O", "N", "H", "H", "H", "H", "O", "C", "C", "C", "C", "C", "N", "C", "C", "H", "H", "H", "H", "H", "H", "H"],
  "xyz": [[-0.02, -0.02, -0.56], [2.73, 0.50, -0.43], [3.24, 1.26, -1.59], [2.74, 0.69, -2.92], [1.32, 0.20, -2.62], [0.32, 0.92, -2.77], [1.25, -0.91, -2.03], [3.18, 0.85, 0.41], [3.03, -0.48, -0.54], [4.34, 1.27, -1.60], [2.88, 2.29, -1.49], [3.35, -0.16, -3.23], [2.75, 1.45, -3.69], [-0.80, -2.19, -0.15], [0.03, -3.42, -0.12], [0.72, -3.70, 1.58], [0.80, -2.07, 2.45], [1.04, -0.95, 1.50], [-0.75, -1.98, 3.38], [-1.92, -1.53, 2.77], [-3.10, -1.50, 3.49], [-3.14, -1.93, 4.81], [-1.98, -2.39, 5.41], [-0.79, -2.41, 4.70], [2.12, -2.25, 3.69], [2.77, -1.10, 4.12], [3.71, -1.18, 5.13], [4.00, -2.40, 5.71], [3.36, -3.55, 5.28], [2.42, -3.48, 4.27], [1.39, -3.44, -1.32], [2.75, -3.37, -1.05], [3.65, -3.34, -2.11], [3.20, -3.35, -3.41], [1.84, -3.42, -3.69], [0.94, -3.47, -2.64], [-0.93, -4.90, -0.51], [-2.31, -4.91, -0.34], [-3.02, -6.05, -0.66], [-2.37, -7.17, -1.15], [-0.99, -7.16, -1.32], [-0.27, -6.03, -1.00], [1.71, -4.16, 1.52], [0.05, -4.38, 2.11], [-1.90, -1.22, 1.73], [-4.00, -1.15, 3.00], [-4.06, -1.91, 5.36], [-2.00, -2.75, 6.43], [0.11, -2.76, 5.19], [2.51, -0.15, 3.66], [4.21, -0.29, 5.48], [4.72, -2.47, 6.51], [3.58, -4.51, 5.73], [1.91, -4.37, 3.94], [3.12, -3.35, -0.03], [4.71, -3.31, -1.91], [3.91, -3.30, -4.23], [1.49, -3.41, -4.71], [-0.13, -3.49, -2.83], [-2.80, -4.02, 0.02], [-4.10, -6.07, -0.54], [-2.93, -8.06, -1.41], [-0.48, -8.02, -1.73], [0.80, -6.00, -1.14], [-2.53, 2.05, 1.15], [-2.96, 1.44, 0.17], [-4.37, 1.57, -0.41], [-4.40, 0.49, -1.49], [-2.96, 0.00, -1.54], [-2.43, -0.78, -2.31], [-2.24, 0.56, -0.52], [-4.50, 2.58, -0.82], [-5.12, 1.44, 0.37], [-4.72, 0.84, -2.47], [-5.03, -0.35, -1.22], [-0.57, 1.81, 2.77], [-0.71, 1.34, 1.74], [0.07, 6.94, -0.81], [0.15, 5.46, -0.71], [-0.58, 4.65, -1.57], [-0.54, 3.27, -1.44], [0.22, 2.65, -0.53], [0.92, 3.42, 0.30], [0.91, 4.81, 0.26], [-0.16, 7.24, -1.83], [0.99, 7.42, -0.50], [-0.73, 7.31, -0.17], [-1.18, 5.10, -2.35], [-1.12, 2.64, -2.10], [1.53, 2.90, 1.03], [1.48, 5.36, 0.99]]
}

=====

No. 2
{
  "formula": "C23H32Br51IO5PS",
  "method": "ωB97M-V/def2-TZVPD",
  "charge": -1,
  "gap_ev": 5.995,
  "lumo_ha": 0.02409,
  "spin_multiplicity": 1,
  "symbols": ["O", "S", "O", "O", "C", "C", "C", "C", "C", "O", "P", "O", "C", "I", "H", "H", "H", "H", "H", "H", "H", "H", "H", "H", "H", "H", "H", "H", "H", "C", "Br", "Br", "Br", "H", "C", "Br", "Br", "Br", "H", "C", "Br", "Br", "Br", "H", "C", "Br", "Br", "Br", "H", "C", "Br", "Br", "Br", "H", "C", "Br", "Br", "Br", "H", "C", "Br", "Br", "Br", "H", "C", "Br", "Br", "Br", "H", "C", "Br", "Br", "Br", "H", "C", "Br", "Br", "Br", "H", "C", "Br", "Br", "Br", "H", "C", "Br", "Br", "Br", "H", "C", "Br", "Br", "Br", "H", "C", "Br", "Br", "Br", "H", "C", "Br", "Br", "Br", "H", "C", "Br", "Br", "Br", "H", "C", "Br", "Br", "Br", "H"],
  "xyz": [[5.82, -0.18, -1.61], [4.97, 0.83, -0.78], [4.80, 0.16, 0.65], [5.87, 2.26, -0.53], [3.24, 1.08, -1.44], [2.95, 2.56, -2.09], [1.35, 2.69, -2.56], [0.33, 3.01, -1.31], [-0.90, 1.95, -1.13], [-1.25, 1.03, -2.23], [-0.55, -0.55, -1.81], [-0.94, -0.55, -0.08], [-0.85, 0.92, 0.19], [-2.80, 1.23, 1.23], [5.96, 2.35, 0.48], [2.49, 0.96, -0.52], [2.93, 0.27, -2.25], [3.18, 3.46, -1.39], [3.56, 2.60, -3.12], [1.32, 3.59, -3.35], [1.10, 1.72, -3.17], [-0.14, 4.09, -1.51], [0.96, 3.10, -0.30], [-1.84, 2.62, -0.83], [0.12, -0.44, -3.11], [-1.67, -1.33, -2.24], [0.28, -1.73, -1.61], [0.58, 0.23, -1.36], [-0.08, 1.27, 1.03], [0.19, -1.29, -6.31], [0.70, -2.46, -4.85], [0.03, 0.56, -5.73], [1.39, -1.47, -7.83], [-0.80, -1.61, -6.65], [-0.54, 1.44, -9.78], [-2.16, 0.60, -10.45], [0.68, 1.91, -11.22], [-0.94, 2.97, -8.64], [-0.03, 0.70, -9.15], [-2.81, -1.20, 5.25], [-2.30, -2.38, 6.71], [-2.97, 0.65, 5.82], [-1.61, -1.38, 3.72], [-3.80, -1.52, 4.91], [-3.81, 4.56, 7.41], [-3.31, 3.39, 8.87], [-3.98, 6.41, 7.99], [-2.61, 4.39, 5.89], [-4.80, 4.25, 7.07], [2.23, -4.09, -0.25], [3.59, -3.03, -1.15], [2.03, -3.58, 1.61], [0.54, -4.05, -1.20], [2.58, -5.13, -0.26], [1.58, -6.83, 4.82], [0.79, -5.23, 5.59], [0.71, -7.33, 3.15], [3.50, -6.67, 4.61], [1.40, -7.65, 5.53], [1.40, 3.07, 4.26], [0.63, 1.98, 5.68], [1.94, 2.00, 2.74], [0.21, 4.52, 3.75], [2.30, 3.53, 4.67], [-0.87, -4.70, -9.02], [-0.82, -3.27, -10.34], [0.88, -5.48, -8.71], [-1.71, -4.13, -7.36], [-1.50, -5.50, -9.44], [-4.97, -3.49, 1.88], [-3.61, -2.43, 0.98], [-5.17, -2.98, 3.74], [-6.66, -3.45, 0.93], [-4.62, -4.53, 1.87], [7.30, 4.21, 3.07], [7.43, 2.38, 2.43], [8.09, 5.47, 1.82], [5.48, 4.70, 3.53], [7.89, 4.27, 4.00], [-0.64, -4.59, 10.00], [-1.64, -5.36, 8.52], [-0.09, -5.94, 11.28], [0.87, -3.52, 9.38], [-1.32, -3.91, 10.53], [-7.47, -5.54, -2.68], [-9.27, -5.52, -1.96], [-6.86, -3.76, -3.18], [-6.22, -6.42, -1.48], [-7.50, -6.14, -3.60], [-5.07, 2.25, -2.88], [-5.80, 2.66, -1.13], [-3.97, 3.71, -3.56], [-4.11, 0.56, -2.88], [-5.91, 2.14, -3.56], [-8.89, -0.13, 2.38], [-9.97, 1.03, 1.24], [-6.99, 0.18, 2.13], [-9.41, -0.01, 4.25], [-9.09, -1.16, 2.06], [10.57, -0.08, 0.77], [11.93, 0.98, -0.13], [10.37, 0.44, 2.64], [8.87, -0.04, -0.18], [10.92, -1.12, 0.77], [-6.64, 0.93, -6.98], [-6.58, 2.36, -8.29], [-4.88, 0.16, -6.67], [-7.47, 1.51, -5.32], [-7.27, 0.14, -7.39], [10.00, 6.78, 5.44], [10.12, 4.95, 4.81], [10.79, 8.04, 4.19], [8.17, 7.27, 5.90], [10.58, 6.84, 6.37]]
}

=====

No. 3
{
  "formula": "C17H32Cl2O2P2Pt",
  "method": "ωB97M-V/def2-TZVPD",
  "s2": 2.01,
  "relative_energy_ev": 0.0000,
  "gap_ev": [6.624, 7.655],
  "lumo_ha": [-0.00222, -0.03534],
  "spin_multiplicity": 3,
  "symbols": ["P", "P", "C", "C", "H", "H", "H", "H", "C", "H", "H", "H", "C", "H", "H", "H", "C", "H", "H", "H", "C", "H", "H", "H", "Pt", "C", "C", "C", "C", "C", "C", "C", "C", "C", "H", "H", "H", "H", "H", "H", "H", "H", "H", "H", "H", "H", "H", "H", "H", "Cl", "C", "Cl", "C", "O", "O", "H"],
  "xyz": [[-0.50, 0.61, -2.00], [-2.05, -0.70, 0.37], [-0.37, -1.36, -1.62], [-1.73, -1.78, -1.14], [0.41, -1.47, -0.84], [-0.03, -1.90, -2.51], [-2.55, -1.47, -1.80], [-1.81, -2.84, -0.85], [-1.50, -2.36, 1.53], [-1.67, -2.21, 2.61], [-0.46, -2.70, 1.37], [-2.16, -3.22, 1.25], [-3.69, -0.80, 1.11], [-3.96, -1.85, 1.07], [-4.37, -0.15, 0.57], [-3.59, -0.44, 2.15], [1.02, 0.24, -3.30], [1.27, 1.16, -3.85], [0.60, -0.50, -4.02], [1.93, -0.19, -2.82], [-1.59, 1.02, -3.41], [-2.65, 1.20, -3.17], [-1.44, 0.21, -4.11], [-1.26, 1.96, -3.86], [-2.09, 1.22, -0.71], [1.96, -1.76, 1.37], [3.08, -2.30, 0.85], [4.46, -1.84, 1.25], [4.87, -0.41, 0.70], [4.06, -0.01, -0.47], [2.88, 0.63, -0.36], [2.04, 0.81, 0.86], [1.97, -0.33, 1.90], [-2.62, 3.07, -1.64], [1.03, -2.27, 1.67], [3.12, -3.13, 0.13], [5.17, -2.59, 0.87], [4.59, -1.85, 2.35], [4.65, 0.27, 1.48], [5.94, -0.44, 0.48], [4.45, -0.34, -1.46], [2.53, 1.24, -1.23], [1.02, 0.99, 0.52], [2.27, 1.71, 1.44], [2.78, -0.13, 2.63], [1.00, -0.22, 2.42], [-3.67, 3.26, -1.38], [-2.46, 3.30, -2.70], [-2.00, 3.77, -1.07], [-2.05, 1.07, 3.82], [-2.84, 2.52, 3.10], [-2.06, 4.05, 3.50], [-2.75, 2.33, 1.56], [-3.77, 2.17, 0.85], [-1.54, 2.26, 1.08], [-3.87, 2.54, 3.46]]
}

=====

Which formula does entry 3 have?
C17H32Cl2O2P2Pt